{"formula": "C16H20BCl2N6S3Y", "method": "the ωB97M-V functional and the def2-TZVPD basis", "max_force_ev_per_a": 3.35, "homo_energy_ev": -14.3, "e_lumo_ev": -5.88, "gap_ha": 0.30866, "e_tot_ha": -3128.02261, "charge": 2, "symbols": ["Y", "C", "N", "C", "C", "N", "B", "N", "C", "C", "N", "C", "C", "S", "C", "S", "H", "H", "H", "H", "H", "H", "H", "H", "H", "H", "H", "H", "Cl", "C", "Cl", "H", "H", "N", "C", "N", "C", "C", "C", "C", "C", "C", "S", "H", "H", "H", "H", "H", "H"], "positions_angstrom": [[-0.393, 0.920, -0.471], [-4.903, 1.811, 2.054], [-4.243, 0.580, 1.757], [-4.810, -0.674, 2.024], [-3.806, -1.534, 1.770], [-2.630, -0.817, 1.338], [-1.368, -1.553, 0.799], [-1.496, -2.024, -0.660], [-1.078, -3.332, -1.061], [-0.863, -3.283, -2.376], [-1.298, -2.086, -2.811], [-1.307, -1.659, -4.227], [-1.729, -1.331, -1.771], [-2.371, 0.287, -2.004], [-2.956, 0.459, 1.484], [-1.785, 1.753, 1.542], [-4.452, 2.682, 1.524], [-4.858, 2.056, 3.129], [-5.920, 1.804, 1.683], [-5.875, -0.697, 2.446], [-3.825, -2.599, 1.722], [-1.094, -2.456, 1.636], [-0.397, -0.863, 0.850], [-0.738, -3.997, -0.234], [-0.422, -3.969, -3.072], [-0.536, -2.180, -4.756], [-1.292, -0.529, -4.252], [-2.281, -1.904, -4.553], [0.968, 0.674, -2.980], [2.774, 1.041, -3.121], [3.506, -0.437, -3.543], [3.108, 1.459, -2.203], [2.818, 1.685, -3.953], [0.681, 3.100, 0.192], [1.941, 2.631, 0.640], [2.235, 1.423, 0.215], [3.354, 0.919, 0.923], [3.977, -0.302, 0.729], [5.057, -0.551, 1.512], [5.375, 0.229, 2.629], [4.792, 1.441, 2.817], [3.799, 1.819, 1.927], [2.910, 3.267, 1.831], [0.187, 3.575, 0.944], [0.848, 3.830, -0.463], [3.746, -1.001, -0.108], [5.618, -1.474, 1.386], [6.020, -0.158, 3.395], [5.013, 1.965, 3.724]], "forces_ev_per_angstrom": [[1.198, 0.005, 0.487], [-0.077, 2.220, 0.130], [-0.516, 0.026, 0.890], [-0.579, 0.950, 0.236], [0.747, -0.204, -1.048], [-1.973, -1.536, 0.895], [-0.760, -0.903, 1.747], [-0.483, -2.065, -0.131], [1.152, 0.935, 3.004], [-0.006, -0.833, -0.596], [-0.065, 1.585, -0.816], [-0.625, 1.547, 1.487], [0.554, 0.410, -1.120], [-0.153, -0.306, 0.267], [1.142, 0.574, -0.511], [-0.402, 0.178, -0.229], [0.054, -0.905, 0.300], [-0.196, -0.287, -0.404], [-0.252, -0.350, 0.234], [1.972, -0.397, -0.953], [0.093, -0.395, 0.179], [-0.245, 0.617, -1.300], [0.801, 1.006, 0.117], [-0.525, 0.396, -1.209], [-0.102, -0.380, 0.045], [0.398, 0.017, -0.345], [0.551, -1.404, -0.135], [-0.916, -0.480, -0.996], [-0.079, 0.519, 0.265], [-1.096, -0.800, -0.227], [0.930, -0.837, 0.012], [0.197, 0.201, 0.719], [0.092, 0.979, -0.715], [-0.253, 0.713, 0.224], [-0.342, -2.408, -0.597], [0.081, -0.356, 0.587], [-1.056, 1.363, -0.190], [0.157, -0.396, -1.598], [0.649, -1.395, 0.951], [0.071, -0.370, -0.299], [-0.293, 0.220, 0.566], [-0.042, -1.097, -1.011], [0.138, 1.446, 1.226], [-0.155, -0.066, 0.186], [-0.108, 0.804, -1.072], [-0.110, 0.769, 0.781], [-0.150, 0.104, -0.092], [0.497, -0.034, -0.054], [0.091, 0.620, 0.115]]}